{
  "formula": "C29H22FeNOS5",
  "method": "the ωB97M-V functional and the def2-TZVPD basis",
  "species": ["Fe", "S", "C", "C", "C", "C", "C", "C", "S", "C", "C", "C", "C", "C", "C", "C", "S", "C", "C", "C", "C", "C", "C", "S", "N", "H", "H", "H", "H", "H", "H", "H", "H", "H", "H", "H", "H", "H", "H", "H", "C", "C", "O", "S", "C", "C", "C", "C", "C", "C", "C", "C", "H", "H", "H", "H", "H", "H", "H"],
  "coordinates": [[0.297, -0.367, -1.443], [2.317, -1.701, -0.771], [3.424, -0.299, -0.962], [4.711, -0.691, -1.316], [5.680, 0.247, -1.633], [5.376, 1.597, -1.572], [4.103, 1.994, -1.199], [3.105, 1.066, -0.923], [1.513, 1.650, -0.383], [0.846, 2.673, -1.740], [-0.579, 2.274, -2.082], [-1.201, 2.845, -3.190], [-2.494, 2.446, -3.499], [-3.139, 1.539, -2.683], [-2.469, 1.031, -1.553], [-3.059, 0.087, -0.705], [-1.099, -2.127, -1.954], [-1.520, -1.508, -3.556], [-2.753, -1.875, -4.104], [-3.163, -1.421, -5.345], [-2.332, -0.579, -6.074], [-1.109, -0.205, -5.547], [-0.680, -0.655, -4.295], [0.900, -0.093, -3.719], [-1.182, 1.411, -1.277], [4.953, -1.746, -1.352], [6.671, -0.083, -1.911], [6.128, 2.341, -1.796], [3.865, 3.048, -1.130], [1.487, 2.576, -2.615], [0.844, 3.712, -1.406], [-0.660, 3.543, -3.813], [-2.989, 2.831, -4.380], [-4.139, 1.195, -2.904], [-4.046, -0.292, -0.917], [-2.540, -0.257, 0.175], [-3.394, -2.530, -3.526], [-4.125, -1.725, -5.740], [-2.632, -0.218, -7.050], [-0.456, 0.452, -6.108], [-0.626, -1.687, 9.486], [-0.282, -1.556, 8.026], [0.698, -2.025, 7.519], [-1.522, -0.646, 7.106], [-0.839, -0.765, 5.475], [-1.019, -1.923, 4.727], [-0.452, -2.032, 3.472], [0.297, -0.971, 2.954], [0.453, 0.201, 3.696], [-0.112, 0.298, 4.955], [0.919, -1.117, 1.679], [1.303, -1.298, 0.544], [-1.100, -2.658, 9.637], [-1.312, -0.911, 9.819], [0.295, -1.656, 10.065], [-1.601, -2.739, 5.134], [-0.585, -2.928, 2.882], [1.015, 1.027, 3.282], [0.011, 1.200, 5.540]],
  "forces_ev_per_a": [[-0.38, 0.24, -0.50], [-0.09, 0.29, -0.12], [0.06, -0.08, 0.07], [0.05, 0.04, -0.02], [-0.02, -0.02, 0.01], [-0.02, 0.00, 0.01], [0.00, 0.05, -0.10], [0.03, 0.08, 0.03], [-0.25, -0.38, -0.06], [0.11, 0.13, 0.00], [-0.03, 0.13, 0.22], [0.04, 0.04, 0.01], [-0.03, -0.04, 0.08], [0.09, 0.04, 0.03], [-0.06, -0.02, -0.06], [-0.06, 0.06, 0.05], [-0.02, 0.04, 0.01], [-0.11, -0.05, 0.05], [-0.01, 0.02, -0.02], [0.00, 0.01, 0.00], [0.00, 0.00, 0.01], [-0.05, 0.00, -0.04], [0.07, 0.13, -0.04], [-0.05, -0.15, 0.35], [0.11, -0.27, -0.32], [-0.01, -0.01, 0.03], [0.00, 0.00, -0.01], [0.00, 0.00, -0.01], [0.00, 0.00, 0.02], [-0.02, -0.06, 0.00], [0.07, 0.01, -0.03], [0.00, -0.02, -0.02], [0.01, 0.01, -0.01], [0.00, -0.01, -0.01], [0.01, -0.03, 0.00], [0.01, -0.01, -0.01], [0.00, -0.01, 0.01], [0.00, 0.00, -0.01], [-0.01, 0.00, 0.00], [0.01, 0.00, 0.01], [0.02, -0.01, 0.02], [0.06, -0.03, -0.02], [-0.02, 0.00, 0.02], [-0.07, 0.05, -0.07], [0.02, -0.01, 0.06], [-0.04, -0.01, 0.00], [0.01, 0.09, 0.00], [0.01, 0.02, 0.07], [-0.02, -0.04, -0.03], [-0.02, 0.03, 0.00], [-0.52, -0.12, -0.36], [1.04, -0.13, 0.69], [0.01, 0.00, 0.00], [0.00, 0.01, -0.01], [-0.01, -0.01, 0.01], [0.02, -0.01, 0.01], [0.02, -0.01, 0.01], [0.03, -0.01, 0.00], [0.02, -0.01, 0.01]],
  "lowdin_spin": [3.55, 0.03, 0.00, 0.00, 0.00, 0.00, 0.00, 0.01, 0.03, 0.00, 0.02, 0.13, 0.02, 0.12, 0.05, 0.50, 0.13, 0.01, 0.01, 0.00, 0.01, 0.00, 0.02, 0.11, 0.11, 0.00, 0.00, 0.00, 0.00, 0.00, 0.00, 0.01, 0.00, 0.00, 0.02, 0.02, 0.00, 0.00, 0.00, 0.00, 0.00, 0.00, 0.00, 0.00, 0.01, 0.00, 0.01, 0.00, 0.01, 0.00, 0.05, -0.01, 0.00, 0.00, 0.00, 0.00, 0.00, 0.00, 0.00],
  "s2": 8.805,
  "energy_ev": -122529.45194,
  "orbital_gap_ev": [6.41, 5.87],
  "e_homo_ev": [-6.53, -6.81],
  "de_lowest_kj_mol": 17.91,
  "spin_multiplicity": 6
}